H26O13 | wB97M-V/def2-TZVPD

## Properties
HOMO (eV): -10.21
LUMO energy (eV): -0.100
Orbital gap (eV): 10.113
Multiplicity: 1
Energy relative to the best compared isomer or geometry (same formula, charge and spin) (kcal per mole): 42.7
Total energy (Ha): -993.7052

Each atom is followed by the atoms it is bonded to, with distances in Å.
Geometry (Å):
1 O 2.733 1.027 0.207  H2 0.968, H3 0.992
2 H 2.893 0.510 1.010  O1 0.968
3 H 1.894 0.608 -0.116  O1 0.992
4 O 2.047 -2.199 -0.669  H5 0.987, H6 0.973
5 H 1.753 -2.107 0.269  O4 0.987
6 H 2.201 -3.156 -0.751  O4 0.973
7 O -2.655 -0.058 -0.873  H8 0.934, H9 0.933
8 H -3.546 0.213 -0.942  O7 0.934
9 H -2.203 0.542 -0.319  O7 0.933
10 O -1.215 0.931 -3.441  H11 0.945, H12 0.953
11 H -2.155 0.847 -3.496  O10 0.945
12 H -1.051 1.032 -2.508  O10 0.953
13 O 1.697 0.323 3.349  H14 0.959, H15 0.984
14 H 0.746 0.388 3.242  O13 0.959
15 H 2.083 1.228 3.364  O13 0.984
16 O -0.935 -0.117 3.412  H17 0.993, H18 0.944
17 H -0.972 -1.086 3.627  O16 0.993
18 H -1.792 0.032 3.044  O16 0.944
19 O 1.355 -1.816 1.808  H20 0.974, H21 0.942
20 H 1.755 -2.649 2.116  O19 0.974
21 H 1.688 -1.154 2.390  O19 0.942
22 O 1.575 0.746 -2.950  H23 0.965, H24 0.978
23 H 1.168 1.479 -2.473  O22 0.965
24 H 2.384 1.043 -3.412  O22 0.978
25 O -0.393 -2.025 -1.693  H26 0.956, H27 0.984
26 H 0.450 -2.079 -1.245  O25 0.956
27 H 0.014 -1.857 -2.573  O25 0.984
28 O 0.108 0.101 -0.096  H29 0.938, H30 0.966
29 H -0.529 0.181 0.588  O28 0.938
30 H -0.282 -0.508 -0.736  O28 0.966
31 O -2.495 -1.729 -3.475  H32 0.933, H33 0.974
32 H -3.153 -2.089 -2.920  O31 0.933
33 H -1.926 -1.139 -2.949  O31 0.974
34 O -2.137 1.999 1.063  H35 0.961, H36 0.919
35 H -2.746 2.083 1.801  O34 0.961
36 H -1.432 2.558 1.248  O34 0.919
37 O 0.612 2.592 1.671  H38 0.974, H39 0.936
38 H 1.343 2.116 1.237  O37 0.974
39 H 1.118 3.180 2.195  O37 0.936